Record 1
C72H84As2F12N12 as an isolated structure in a non-equilibrium geometry, computed with the ωB97M-V functional and the def2-TZVPD basis.

The geometry in ORCA input format:
```
! RIJCOSX wB97M-V def2-TZVPD def2/J DEFGRID3
* xyz 10 1
C -22.034 2.641 6.312
N -21.694 4.077 6.170
C -21.721 4.728 4.983
C -21.231 6.004 4.841
C -20.635 6.663 5.966
C -20.757 6.000 7.225
C -21.276 4.724 7.312
C -20.016 8.008 5.902
C -20.589 8.986 5.101
C -20.133 10.293 5.040
N -19.030 10.585 5.735
C -18.384 9.723 6.517
C -18.900 8.414 6.619
C -18.518 11.924 5.678
H -21.214 2.166 6.852
H -22.170 2.157 5.346
H -22.998 2.536 6.811
H -22.175 4.256 4.124
H -21.305 6.582 3.932
H -20.371 6.416 8.144
H -21.363 4.146 8.220
H -21.472 8.636 4.588
H -20.658 11.051 4.477
H -17.658 10.141 7.199
H -18.415 7.726 7.294
H -18.334 12.341 4.688
H -17.558 12.018 6.185
H -19.260 12.525 6.203
C -13.495 -6.982 -2.405
N -14.041 -5.638 -2.113
C -13.197 -4.605 -1.847
C -13.703 -3.380 -1.389
C -15.020 -3.208 -1.186
C -15.901 -4.338 -1.430
C -15.359 -5.503 -1.945
C -15.491 -1.877 -0.607
C -14.822 -1.173 0.384
C -15.312 0.063 0.940
N -16.465 0.571 0.431
C -17.178 -0.094 -0.530
C -16.708 -1.362 -1.004
C -16.879 1.923 0.923
H -12.425 -6.920 -2.599
H -14.032 -7.477 -3.214
H -13.751 -7.483 -1.471
H -12.125 -4.654 -1.969
H -13.031 -2.566 -1.158
H -16.980 -4.299 -1.384
H -15.905 -6.404 -2.186
H -13.965 -1.585 0.895
H -14.907 0.609 1.779
H -18.083 0.390 -0.865
H -17.298 -1.932 -1.707
H -16.709 2.586 0.074
H -16.318 2.268 1.791
H -17.943 2.054 1.118
C -27.874 4.006 -0.294
N -28.663 4.927 0.525
C -30.035 4.900 0.429
C -30.806 5.952 0.905
C -30.226 7.008 1.616
C -28.780 7.075 1.748
C -28.083 5.988 1.170
C -30.984 8.097 2.220
C -30.685 8.530 3.543
C -31.523 9.426 4.202
N -32.592 9.933 3.576
C -32.849 9.618 2.235
C -32.063 8.669 1.535
C -33.485 10.835 4.278
H -26.955 3.795 0.253
H -27.561 4.440 -1.244
H -28.361 3.039 -0.420
H -30.547 4.119 -0.113
H -31.860 5.857 0.688
H -28.429 7.863 2.398
H -27.019 5.823 1.248
H -29.797 8.131 4.011
H -31.329 9.771 5.207
H -33.774 10.017 1.844
H -32.243 8.444 0.494
H -34.539 10.912 4.012
H -33.029 11.825 4.308
H -33.537 10.566 5.333
C -28.057 13.374 -0.322
N -26.610 13.327 -0.775
C -25.841 14.464 -0.816
C -24.511 14.496 -1.326
C -23.987 13.260 -1.719
C -24.733 12.109 -1.652
C -26.127 12.172 -1.302
C -22.500 13.048 -1.938
C -21.766 12.100 -1.151
C -20.402 12.079 -1.237
N -19.787 12.825 -2.148
C -20.441 13.677 -2.993
C -21.853 13.834 -2.876
C -18.320 12.777 -2.148
H -28.250 14.433 -0.145
H -28.307 12.700 0.497
H -28.657 13.110 -1.193
H -26.332 15.395 -0.571
H -23.934 15.409 -1.293
H -24.199 11.243 -2.016
H -26.645 11.226 -1.243
H -22.292 11.479 -0.440
H -19.753 11.412 -0.689
H -19.879 14.249 -3.717
H -22.343 14.564 -3.503
H -18.091 11.747 -2.425
H -17.896 12.949 -1.158
H -17.962 13.411 -2.959
C -10.238 8.922 -1.873
N -11.248 8.039 -2.524
C -11.969 8.431 -3.545
C -12.981 7.627 -3.981
C -13.364 6.470 -3.257
C -12.574 6.125 -2.160
C -11.526 6.910 -1.783
C -14.506 5.707 -3.644
C -14.516 4.375 -4.118
C -15.672 3.859 -4.763
N -16.786 4.602 -4.948
C -16.835 5.884 -4.480
C -15.700 6.477 -3.870
C -17.892 4.165 -5.798
H -9.972 9.611 -2.674
H -9.351 8.431 -1.474
H -10.655 9.589 -1.119
H -11.693 9.343 -4.053
H -13.708 7.962 -4.707
H -12.963 5.332 -1.538
H -10.879 6.870 -0.919
H -13.533 3.928 -4.090
H -15.603 2.889 -5.233
H -17.791 6.371 -4.602
H -15.748 7.492 -3.504
H -18.743 4.817 -5.603
H -18.076 3.105 -5.624
H -17.574 4.367 -6.821
C -24.552 16.012 -10.545
N -24.670 14.500 -10.356
C -24.839 14.024 -9.079
C -25.123 12.674 -8.831
C -25.003 11.769 -9.935
C -24.858 12.321 -11.218
C -24.650 13.661 -11.414
C -25.215 10.311 -9.834
C -25.937 9.592 -10.787
C -26.220 8.267 -10.622
N -25.896 7.681 -9.398
C -25.210 8.295 -8.451
C -24.881 9.623 -8.701
C -26.463 6.343 -9.045
H -23.467 16.093 -10.481
H -25.216 16.424 -9.784
H -24.910 16.208 -11.555
H -24.860 14.785 -8.313
H -25.333 12.319 -7.833
H -24.631 11.660 -12.041
H -24.368 14.022 -12.392
H -26.358 10.020 -11.685
H -26.823 7.752 -11.356
H -25.169 7.861 -7.463
H -24.488 10.195 -7.874
H -25.806 5.732 -8.426
H -26.537 5.810 -9.993
H -27.381 6.557 -8.498
As -21.900 6.105 -1.558
F -23.092 5.604 -2.814
F -21.190 7.280 -2.699
F -20.561 6.645 -0.468
F -22.547 4.869 -0.428
F -20.786 4.824 -2.125
F -23.019 7.350 -0.855
As -18.415 10.756 -7.798
F -17.585 9.321 -8.432
F -17.320 10.766 -6.361
F -19.315 12.185 -7.036
F -19.453 10.838 -9.251
F -19.600 9.690 -6.903
F -17.206 11.937 -8.428
*
```

Summary:
DFT total energy   -9116.7320 a.u.
E_HOMO   -0.8531 hartree
Maximum force   4.38 eV/Å

Atomic partial charges in e from the Löwdin method, atoms 1 to 6: number 1, C, carries 0.047; number 2, N, carries -0.068; number 3, C, carries 0.010; number 4, C, carries 0.047; number 5, C, carries -0.085; number 6, C, carries 0.072

Record 2
A 9-piece molecular cluster, C72H84Cl3N12 overall in a non-equilibrium geometry, computed with the ωB97M-V functional and the def2-TZVPD basis.

The geometry in ORCA input format:
```
! RIJCOSX wB97M-V def2-TZVPD def2/J DEFGRID3
* xyz 9 1
C -6.374 11.882 3.036
N -6.086 10.491 3.296
C -4.821 10.038 3.042
C -4.328 8.786 3.517
C -5.258 7.921 4.102
C -6.547 8.375 4.204
C -6.957 9.669 3.901
C -4.995 6.518 4.523
C -5.871 5.532 4.109
C -5.515 4.148 4.261
N -4.416 3.844 4.989
C -3.617 4.858 5.481
C -3.868 6.146 5.191
C -4.215 2.473 5.496
H -6.089 12.483 3.900
H -7.451 12.041 2.993
H -5.901 12.218 2.113
H -4.191 10.858 2.731
H -3.328 8.431 3.314
H -7.190 7.667 4.705
H -7.996 9.929 4.037
H -6.842 5.724 3.678
H -6.045 3.298 3.856
H -2.807 4.451 6.067
H -3.182 6.855 5.632
H -3.849 2.368 6.517
H -3.580 1.974 4.764
H -5.014 1.758 5.297
C -5.123 -5.711 -1.745
N -4.783 -7.039 -1.261
C -4.942 -7.335 -0.007
C -4.618 -8.599 0.489
C -4.103 -9.547 -0.329
C -4.078 -9.293 -1.718
C -4.460 -7.991 -2.195
C -3.878 -10.901 0.126
C -3.351 -11.039 1.426
C -3.000 -12.355 1.873
N -3.327 -13.459 1.115
C -3.972 -13.296 -0.063
C -4.107 -12.019 -0.620
C -3.195 -14.844 1.640
H -5.059 -5.681 -2.833
H -4.508 -4.924 -1.310
H -6.176 -5.578 -1.494
H -5.333 -6.484 0.532
H -4.718 -8.796 1.546
H -3.673 -9.997 -2.430
H -4.521 -7.699 -3.233
H -3.171 -10.240 2.130
H -2.756 -12.546 2.908
H -4.271 -14.184 -0.599
H -4.523 -12.043 -1.617
H -3.549 -15.546 0.884
H -3.744 -14.930 2.578
H -2.174 -15.196 1.783
C 1.051 10.749 -5.341
N 1.225 9.362 -5.886
C 0.170 8.652 -6.319
C 0.312 7.430 -6.876
C 1.511 6.866 -7.074
C 2.647 7.471 -6.532
C 2.472 8.748 -5.932
C 1.618 5.693 -8.034
C 0.605 4.792 -8.420
C 0.767 3.681 -9.231
N 2.064 3.314 -9.631
C 3.084 4.074 -9.216
C 2.857 5.268 -8.517
C 2.269 2.038 -10.370
H 2.057 11.151 -5.463
H 0.659 10.630 -4.331
H 0.496 11.427 -5.988
H -0.796 9.080 -6.094
H -0.605 6.962 -7.200
H 3.600 6.982 -6.670
H 3.230 9.207 -5.315
H -0.417 5.005 -8.145
H -0.009 2.950 -9.406
H 4.046 3.627 -9.423
H 3.764 5.795 -8.262
H 3.084 1.492 -9.895
H 2.596 2.284 -11.380
H 1.263 1.630 -10.472
C -1.758 -4.093 -8.711
N -1.053 -5.358 -8.433
C -1.445 -6.511 -9.033
C -0.777 -7.692 -8.803
C 0.327 -7.778 -7.987
C 0.833 -6.620 -7.382
C 0.096 -5.374 -7.659
C 0.947 -9.134 -7.690
C 2.201 -9.577 -8.173
C 2.734 -10.784 -7.709
N 2.142 -11.534 -6.777
C 0.881 -11.253 -6.405
C 0.259 -10.042 -6.823
C 2.601 -12.879 -6.572
H -1.029 -3.392 -9.118
H -2.202 -3.773 -7.769
H -2.603 -4.346 -9.353
H -2.243 -6.511 -9.761
H -1.302 -8.546 -9.204
H 1.613 -6.654 -6.635
H 0.305 -4.427 -7.183
H 2.825 -8.972 -8.814
H 3.669 -11.087 -8.156
H 0.388 -11.925 -5.717
H -0.688 -9.679 -6.452
H 2.720 -12.923 -5.490
H 3.588 -12.951 -7.029
H 2.034 -13.733 -6.941
C 8.020 -2.001 16.785
N 8.008 -1.384 15.354
C 7.777 -0.118 15.176
C 7.565 0.460 13.881
C 7.586 -0.369 12.729
C 7.807 -1.720 12.989
C 8.204 -2.161 14.256
C 7.256 0.242 11.460
C 6.609 1.450 11.363
C 6.297 1.957 10.126
N 6.598 1.332 8.971
C 7.227 0.133 9.001
C 7.580 -0.421 10.237
C 6.265 1.917 7.754
H 8.004 -1.259 17.583
H 9.023 -2.407 16.918
H 7.210 -2.731 16.781
H 7.600 0.538 16.015
H 7.511 1.531 13.749
H 7.880 -2.372 12.131
H 8.529 -3.182 14.389
H 6.352 1.999 12.257
H 5.829 2.923 10.013
H 7.533 -0.276 8.050
H 8.168 -1.328 10.245
H 6.055 1.142 7.016
H 7.177 2.345 7.339
H 5.326 2.464 7.833
C 2.067 7.457 2.525
N 1.303 6.562 1.624
C 1.693 5.288 1.639
C 1.008 4.418 0.786
C 0.113 4.839 -0.181
C -0.288 6.189 -0.084
C 0.373 7.036 0.828
C -0.400 4.017 -1.285
C -0.835 2.723 -1.054
C -1.369 1.923 -2.054
N -1.598 2.500 -3.293
C -1.148 3.729 -3.584
C -0.429 4.424 -2.609
C -2.286 1.754 -4.331
H 2.138 8.449 2.079
H 3.080 7.059 2.585
H 1.512 7.586 3.454
H 2.351 4.991 2.442
H 1.237 3.371 0.914
H -0.960 6.600 -0.823
H 0.185 8.089 0.980
H -0.878 2.367 -0.036
H -1.811 0.962 -1.834
H -1.338 4.052 -4.597
H 0.056 5.339 -2.915
H -2.532 2.405 -5.170
H -3.042 1.206 -3.769
H -1.510 1.042 -4.614
Cl -0.235 11.964 4.280
Cl 1.859 0.016 -5.946
Cl -2.548 10.662 -1.491
*
```

Summary:
DFT total energy   -4827.6856 a.u.
E_HOMO   -0.5842 hartree
Maximum force   3.90 eV/Å
ΔE to the lowest compared entry with this formula, charge and spin   79.3 kcal per mole

Atomic partial charges in e from the Löwdin method, atoms 1 to 6: number 1, C, carries 0.043; number 2, N, carries -0.071; number 3, C, carries 0.090; number 4, C, carries 0.093; number 5, C, carries -0.148; number 6, C, carries 0.026

no.,frontier orbital gap (eV)
1,6.4
2,0.8